ORCA calculation (ωB97M-V with the def2-TZVPD basis set) on a 14-piece molecular cluster, C36H53BrIN16O3P overall at a distorted geometry.

Orbital gap = 3.8023 eV
E_tot = -155592.39285 eV
LUMO = -0.6735 eV
HOMO level = -0.164 Eh

Last column: Mulliken charge in e.
Element x y z (Å)
N -5.0832 0.3387 0.0023  -0.353
C -4.3838 1.2571 -0.1032  0.062
C -3.0929 2.1704 -0.1148  -0.142
O -3.1471 2.9449 -1.3125  -0.459
I -3.4121 3.6241 1.5299  0.149
C -1.7281 1.3579 0.0463  1.801
C -1.8244 0.5677 1.3852  -0.710
N -1.8212 0.1649 2.4701  -0.485
C -0.5406 2.4116 -0.0421  -0.666
C 0.5551 2.2980 1.0968  -1.113
C 1.6561 1.1635 0.7604  0.013
C 1.9944 0.2406 2.0141  -0.329
O 2.5986 1.0827 3.0870  0.107
P -1.4078 0.0687 -1.3267  0.363
O -2.6914 -1.0306 -1.4700  -0.334
Br -1.3557 1.1047 -3.3657  -0.256
H -4.0258 3.3719 -1.3450  0.444
H -0.8720 3.4922 -0.0921  0.300
H 0.0022 2.2183 -1.0299  0.003
H 0.1542 2.2204 2.1489  0.570
H 1.1417 3.2771 1.0653  0.292
H 2.6325 1.6873 0.4970  0.057
H 1.3761 0.5707 -0.1633  0.339
H 1.0235 -0.2249 2.3511  0.197
H 2.7818 -0.5353 1.7517  -0.161
H 1.8387 1.7486 3.4874  0.342
H -2.4044 -1.9675 -1.3442  0.201
C -4.1807 -2.5433 3.1321  -0.574
C -4.6216 -3.9030 3.4391  0.353
N -4.9683 -4.9709 3.6810  -0.422
H -4.7926 -2.0882 2.3505  0.265
H -4.2381 -1.8942 4.0069  0.219
H -3.1459 -2.5249 2.7843  0.159
C 3.0364 0.2183 6.9931  -1.048
C 2.8501 0.4221 5.5604  -0.572
N 2.6983 0.5840 4.4218  0.467
H 2.8361 1.1290 7.5602  0.292
H 2.3668 -0.5591 7.3757  0.237
H 4.0588 -0.0887 7.2212  0.292
C 4.5828 2.3213 -2.6498  -0.687
C 3.4075 2.9092 -2.0114  0.426
N 2.4812 3.3699 -1.5108  -0.423
H 5.1192 1.6606 -1.9666  0.073
H 4.3090 1.7314 -3.5262  0.300
H 5.2843 3.0895 -2.9807  0.302
C -1.5525 -1.5223 -6.5648  -0.823
C -0.1064 -1.2986 -6.5418  0.417
N 1.0291 -1.1248 -6.5259  -0.455
H -1.9038 -1.9774 -5.6378  0.237
H -2.1026 -0.5880 -6.6960  0.297
H -1.8419 -2.1862 -7.3811  0.337
C 0.3542 -5.4425 -6.4882  -0.797
C -0.8322 -4.8769 -5.8479  0.398
N -1.7623 -4.4315 -5.3438  -0.413
H 0.8956 -6.1065 -5.8120  0.282
H 0.0922 -6.0232 -7.3746  0.278
H 1.0491 -4.6615 -6.8035  0.265
C 6.6445 -0.2937 0.9771  -0.892
C 5.3691 -0.3496 0.2653  0.553
N 4.3656 -0.3921 -0.2939  -0.475
H 7.0104 0.7314 1.0645  0.293
H 6.5594 -0.6954 1.9880  0.206
H 7.4154 -0.8710 0.4632  0.322
C 1.6071 3.8170 -5.5925  -0.543
C 3.0521 4.0374 -5.5646  0.346
N 4.1873 4.2093 -5.5405  -0.422
H 1.2538 3.3617 -4.6648  0.045
H 1.0604 4.7527 -5.7238  0.295
H 1.3173 3.1547 -6.4106  0.299
C -1.2539 -4.9355 0.6826  -0.619
C -1.1787 -4.3834 -0.6696  0.447
N -1.1193 -3.9495 -1.7322  -0.424
H -1.5692 -4.1811 1.4059  0.068
H -1.9676 -5.7597 0.7394  0.297
H -0.2867 -5.3188 1.0127  0.271
C 4.8395 6.7953 -1.6753  -0.543
C 5.4446 6.0106 -0.5998  0.348
N 5.9184 5.3923 0.2442  -0.411
H 5.5663 7.0385 -2.4527  0.288
H 4.0204 6.2550 -2.1541  0.200
H 4.4332 7.7377 -1.3049  0.091
C -3.0027 -2.5308 6.5856  -0.576
C -1.5568 -2.3074 6.6020  0.347
N -0.4223 -2.1325 6.6156  -0.348
H -3.3509 -2.9749 7.5198  0.323
H -3.5524 -1.5978 6.4466  0.265
H -3.2964 -3.2040 5.7782  -0.030
C 3.8799 -3.3087 3.1208  -0.418
C 5.3252 -3.0905 3.1395  0.415
N 6.4608 -2.9200 3.1562  -0.452
H 3.5290 -3.7454 4.0577  0.320
H 3.3360 -2.3731 2.9741  -0.091
H 3.5879 -3.9861 2.3157  0.271
C 2.4526 10.3141 0.7975  -0.793
C 2.4084 9.8098 -0.5744  0.389
N 2.3734 9.4133 -1.6514  -0.394
H 1.4609 10.6035 1.1495  0.284
H 2.8366 9.5611 1.4883  0.277
H 3.0967 11.1913 0.8807  0.264
C -6.9241 -7.6940 2.1342  -0.529
C -6.9589 -8.1975 0.7615  0.297
N -6.9862 -8.5925 -0.3161  -0.351
H -7.9190 -7.4119 2.4834  0.260
H -6.5374 -8.4438 2.8267  0.256
H -6.2871 -6.8118 2.2225  0.074
C -7.4379 -0.9875 -2.0872  -0.564
C -8.7164 -1.0390 -2.7959  0.208
N -9.7200 -1.0790 -3.3519  -0.347
H -7.0698 0.0356 -1.9972  0.161
H -7.5224 -1.3913 -1.0770  0.258
H -6.6689 -1.5646 -2.6042  0.269


ORCA calculation (ωB97M-V with the def2-TZVPD basis set) on H12KrO6 as an isolated structure.

Orbital gap = 10.7856 eV
E_tot = -87409.01089 eV
LUMO = 0.2297 eV
HOMO level = -0.388 Eh

Last column: Mulliken charge in e.
Element x y z (Å)
Kr -12.2674 -2.6557 12.6416  0.003
O -10.2141 -5.3603 15.0542  -0.617
H -10.2249 -5.7139 14.1648  0.287
H -10.0094 -4.4321 14.9410  0.347
O -10.0419 -2.1485 16.0628  -0.620
H -9.1319 -2.2119 16.3528  0.316
H -9.9834 -2.0071 15.1179  0.271
O -8.5435 -3.5973 13.6979  -0.567
H -8.0002 -2.8212 13.8352  0.280
H -8.4994 -3.7574 12.7552  0.293
O -13.2606 -2.4004 9.2912  -0.614
H -12.9555 -1.7374 8.6718  0.306
H -14.0634 -2.0325 9.6605  0.311
O -14.1751 -1.0391 15.6008  -0.625
H -14.9896 -1.4067 15.9440  0.310
H -13.5820 -1.0273 16.3520  0.319
O -9.2352 -0.3874 11.0283  -0.617
H -9.7315 -0.1526 11.8123  0.311
H -9.4603 0.2896 10.3901  0.305


ORCA calculation (ωB97M-V with the def2-TZVPD basis set) on C30H21BrN6SeSn as an isolated structure.

Orbital gap = 7.1227 eV
E_tot = -181598.87110 eV
Charge = +2
LUMO = -6.2386 eV
HOMO level = -0.491 Eh

Last column: Mulliken charge in e.
Element x y z (Å)
Sn 0.0439 -0.4126 -0.0104  1.087
Br -4.2122 -0.0763 6.4553  -0.132
C -2.7491 -0.0216 5.2756  -0.153
C -1.4690 0.1968 5.7688  -0.822
C -0.3929 0.2464 4.9026  -0.727
C -0.5784 0.0752 3.5298  0.001
C -1.8721 -0.1288 3.0576  0.354
C -2.9546 -0.1849 3.9145  -0.450
N 0.4613 0.1085 2.5629  0.216
C 1.6884 0.0944 2.9047  -0.027
C 2.7917 0.2087 1.9423  0.317
C 4.1013 0.2038 2.3987  -0.759
C 5.1344 0.3888 1.4900  -0.334
C 4.8228 0.5764 0.1554  -0.873
C 3.4877 0.5394 -0.2234  -0.077
N 2.4939 0.3531 0.6406  -0.006
H -1.3163 0.3338 6.8303  0.432
H 0.5861 0.4436 5.3186  0.293
H -2.0244 -0.2497 1.9939  0.388
H -3.9544 -0.3498 3.5357  0.528
H 1.9934 0.0168 3.9476  0.326
H 4.3072 0.0653 3.4521  0.401
H 6.1629 0.3904 1.8246  0.456
H 5.5932 0.7485 -0.5828  0.423
H 3.2055 0.6612 -1.2635  0.510
C -3.4799 -3.6073 -0.2449  -0.874
C -2.2442 -2.9529 -0.2059  -0.314
N -2.1328 -1.6382 -0.2305  0.146
C -3.2512 -0.8864 -0.2894  0.287
C -4.5331 -1.4479 -0.3106  0.667
C -4.6249 -2.8533 -0.2942  -0.599
C -5.6819 -0.5910 -0.3409  -0.958
C -5.5403 0.7513 -0.3595  -0.868
C -4.2393 1.3545 -0.3582  0.841
C -4.0513 2.7489 -0.3984  -0.732
C -2.7797 3.2653 -0.3889  -0.874
C -1.6993 2.3852 -0.3327  -0.504
N -1.8445 1.0673 -0.3027  0.560
C -3.0975 0.5421 -0.3193  -0.061
H -3.5182 -4.6871 -0.2314  0.441
H -1.3212 -3.5199 -0.1509  0.456
H -5.5992 -3.3250 -0.3231  0.481
H -6.6649 -1.0442 -0.3456  0.472
H -6.4071 1.3995 -0.3743  0.482
H -4.9147 3.4013 -0.4377  0.487
H -2.6053 4.3312 -0.4197  0.481
H -0.6842 2.7658 -0.3091  0.481
Se -1.1113 0.7678 -3.4817  0.325
N 0.0429 -0.1886 -2.4989  -0.324
C 0.9311 -0.7218 -3.3350  0.979
C 2.0213 -1.5615 -2.9740  -0.427
C 2.8371 -2.0192 -3.9593  -0.736
C 2.6309 -1.6871 -5.3367  -0.587
C 1.6021 -0.8988 -5.7295  -0.643
C 0.7189 -0.3902 -4.7315  0.526
N -0.3194 0.3886 -4.9788  -0.702
H 2.1784 -1.8347 -1.9382  0.401
H 3.6683 -2.6637 -3.7040  0.432
H 3.3158 -2.0856 -6.0729  0.411
H 1.4246 -0.6486 -6.7663  0.474


ORCA calculation (ωB97M-V with the def2-TZVPD basis set) on N2 as an isolated structure at a distorted geometry.

Orbital gap (spin up / spin down) = 7.9117 / 7.9440 eV
E_tot = -2957.64378 eV
Multiplicity = 2
Charge = +1
LUMO (spin up / spin down) = -13.7029 / -13.2278 eV
HOMO level (spin up / spin down) = -0.794 / -0.778 Eh
Energy relative to the best compared isomer or geometry (same formula, charge and spin) = 720.7 kJ/mol

Last column: Mulliken charge in e.
Element x y z (Å)
N 0.0000 0.0000 0.9125  0.500
N 0.0000 0.0000 -0.9125  0.500


Q: Among the records above, which one has the highest E_tot?
A: N2